No. 1
Density functional theory data (ωB97M-V/def2-TZVPD) for C40H50Cl2N6O10S2SiV as an isolated structure in a non-equilibrium geometry.

**Total energy**: -151992.02670 eV
**Multiplicity**: 2
**Kohn-Sham gap (spin up / spin down)**: 0.2649 / 0.2839 hartree
**⟨S²⟩**: 0.761
**Energy above the lowest of the compared OMol25 structures with the same formula, charge and spin**: 226.0 kJ/mol
**HOMO (spin up / spin down)**: -8.5 / -8.5 eV
**LUMO (spin up / spin down)**: -1.27 / -0.78 eV

Last column: Löwdin spin population.
Element x y z (Å)
1 V 1.26080 -0.49226 -0.42661  1.0009
2 C -1.28346 3.96305 -1.41775  0.0000
3 C -1.46123 2.48724 -1.78984  -0.0001
4 C -0.62051 2.15648 -3.03104  0.0000
5 C -2.93711 2.18127 -2.04159  0.0000
6 O -0.97499 1.64727 -0.74615  -0.0006
7 Si -1.46064 1.41288 0.78127  -0.0037
8 S -0.15382 -0.26800 1.18891  -0.0296
9 O -1.09288 2.75006 1.61854  0.0001
10 C -1.73008 3.50737 2.64581  0.0000
11 C -3.12349 3.94244 2.18674  0.0000
12 C -0.86103 4.74412 2.89976  0.0000
13 C -1.81808 2.67794 3.92481  -0.0001
14 O -2.99837 1.04797 1.09479  -0.0016
15 C -3.89090 -0.02995 1.40937  -0.0001
16 C -3.58600 -1.25860 0.57191  0.0001
17 C -3.73439 -0.38243 2.88789  -0.0002
18 C -5.28997 0.50216 1.09116  0.0000
19 H -1.71374 4.59869 -2.18886  0.0000
20 H -0.22880 4.20033 -1.30532  0.0000
21 H -1.78354 4.16737 -0.47687  0.0000
22 H -0.74876 2.92116 -3.79178  0.0000
23 H -0.90985 1.19288 -3.44469  0.0000
24 H 0.42856 2.11225 -2.74429  0.0000
25 H -3.28263 2.69922 -2.93419  0.0000
26 H -3.52843 2.49355 -1.18427  0.0000
27 H -3.05750 1.10803 -2.16819  0.0000
28 H -3.05756 4.71321 1.42130  0.0000
29 H -3.68270 4.33957 3.03078  0.0000
30 H -3.64850 3.09225 1.76748  0.0000
31 H -0.68598 5.28118 1.97139  0.0000
32 H 0.09487 4.44982 3.32158  0.0000
33 H -1.35986 5.40639 3.60098  0.0000
34 H -2.50896 1.85465 3.78742  0.0000
35 H -2.15180 3.30120 4.75057  0.0000
36 H -0.84028 2.26415 4.15517  0.0000
37 H -2.62656 -1.66406 0.87553  0.0001
38 H -3.52986 -0.98669 -0.47500  0.0000
39 H -4.35790 -2.00973 0.71334  0.0000
40 H -2.68154 -0.56625 3.09196  -0.0003
41 H -4.29336 -1.28640 3.10892  0.0000
42 H -4.09591 0.42080 3.52447  0.0000
43 H -5.34580 0.74188 0.03314  0.0000
44 H -5.49678 1.40667 1.65601  0.0000
45 H -6.04127 -0.24517 1.32423  0.0000
46 C 0.97485 -6.09138 5.19571  0.0000
47 C 1.39010 -5.39839 3.93420  -0.0001
48 C 2.41950 -5.91211 3.14961  0.0000
49 C 2.78649 -5.28394 1.97200  0.0000
50 C 2.12701 -4.13235 1.58264  0.0003
51 C 1.10058 -3.60509 2.34252  0.0002
52 C 0.74036 -4.24285 3.51760  0.0001
53 S 2.55966 -3.32961 0.03942  0.0031
54 O 1.55374 -3.64134 -0.93434  0.0008
55 O 3.91583 -3.66490 -0.29939  0.0029
56 N 2.41322 -1.70967 0.35804  -0.0019
57 C 3.30235 -1.07959 1.16493  0.0042
58 C 4.34779 -1.69280 1.87308  -0.0015
59 C 5.17617 -0.89220 2.63112  0.0004
60 C 4.93996 0.47713 2.70224  -0.0016
61 C 3.87482 0.99156 1.98582  0.0005
62 N 3.08436 0.24237 1.23277  -0.0004
63 H 1.84018 -6.36716 5.79477  0.0000
64 H 0.43255 -7.00462 4.95310  0.0000
65 H 0.32119 -5.45688 5.78890  0.0000
66 H 2.93431 -6.80830 3.46411  0.0000
67 H 3.57995 -5.66880 1.35015  0.0000
68 H 0.58827 -2.71258 2.01312  0.0003
69 H -0.05963 -3.83561 4.11617  0.0000
70 H 4.50915 -2.75472 1.79650  -0.0001
71 H 6.00445 -1.33114 3.16717  0.0001
72 H 5.57201 1.11788 3.29657  -0.0001
73 H 3.63845 2.04940 2.00858  0.0000
74 Cl 3.72563 -0.09747 -3.72423  -0.0008
75 C 3.59097 1.43853 -2.96281  -0.0048
76 C 4.27886 2.56327 -3.42877  0.0009
77 C 4.14692 3.77122 -2.78905  -0.0044
78 Cl 5.02666 5.12700 -3.39380  -0.0013
79 C 3.34289 3.91233 -1.63297  0.0005
80 C 3.15463 5.10196 -0.90020  -0.0009
81 C 2.38972 5.07637 0.23752  0.0009
82 C 1.79483 3.86565 0.63548  -0.0009
83 N 1.91429 2.75828 -0.04380  0.0023
84 C 2.67071 2.75870 -1.14764  -0.0006
85 C 2.78071 1.50771 -1.83210  0.0029
86 O 2.13865 0.49351 -1.37071  -0.0053
87 H 4.91169 2.47205 -4.29708  0.0001
88 H 3.61933 6.01578 -1.24146  -0.0001
89 H 2.24180 5.97081 0.82308  0.0001
90 H 1.18681 3.79892 1.52421  0.0000
91 N -2.13903 -4.64041 -0.16040  0.0001
92 N -1.17167 -3.64392 0.18926  0.0004
93 H -2.29825 -4.69725 -1.16946  0.0000
94 H -3.01790 -4.38425 0.28456  0.0000
95 H -1.31584 -2.77368 -0.33092  0.0001
96 H -0.25780 -3.99777 -0.09002  0.0000
97 O -1.66130 -0.92610 -1.57849  0.0055
98 C -0.69405 -1.27390 -2.24917  0.0078
99 O 0.48933 -1.39242 -1.79895  0.0246
100 C -0.89235 -1.59794 -3.70519  -0.0008
101 C -2.10055 -1.23407 -4.29767  0.0004
102 C -2.32864 -1.46889 -5.64152  -0.0001
103 C -1.35128 -2.08081 -6.40466  0.0006
104 C -0.15374 -2.45942 -5.80295  0.0000
105 C 0.09401 -2.22022 -4.45790  0.0007
106 N 0.84343 -3.11982 -6.61273  0.0000
107 O 1.95140 -3.26604 -6.14895  0.0000
108 O 0.50369 -3.48523 -7.71921  0.0000
109 H -2.84992 -0.76063 -3.67965  0.0001
110 H -3.26465 -1.17580 -6.09348  0.0000
111 H -1.49950 -2.26806 -7.45773  0.0000
112 H 1.02243 -2.52625 -3.99630  0.0001

---

No. 2
Density functional theory data (ωB97M-V/def2-TZVPD) for C25H40N6O4Sn as an isolated structure in a non-equilibrium geometry.

**Total energy**: -49537.62869 eV
**Kohn-Sham gap**: 0.1718 hartree
**Energy above the lowest of the compared OMol25 structures with the same formula, charge and spin**: 132.6 kJ/mol
**HOMO**: -0.3 eV
**Total charge**: -2
**LUMO**: 4.33 eV

Last column: Löwdin charge in e.
Element x y z (Å)
1 Sn 0.04280 -0.14982 0.15155  1.4623
2 N 1.36258 -1.16941 2.55010  -0.0636
3 C 0.44391 -2.14864 3.11158  -0.2190
4 C -0.20960 -3.06771 2.04616  -0.6159
5 O -0.53490 -4.21232 2.40746  -0.0664
6 N -0.33045 -2.51226 0.86689  -0.1042
7 C -0.86825 -3.31566 -0.19978  -0.1790
8 C -0.50676 -2.80247 -1.60252  -0.6906
9 O -0.61148 -3.56995 -2.55639  -0.0229
10 O -0.14789 -1.58195 -1.73252  -0.2567
11 H 1.87580 -0.70155 3.29320  0.0710
12 H 2.04625 -1.63882 1.96529  0.0577
13 H 0.92254 -2.81166 3.85411  0.0983
14 H -0.35668 -1.60655 3.62953  0.0924
15 H -0.53625 -4.35804 -0.11241  0.1125
16 H -1.96996 -3.31776 -0.16903  0.1227
17 N 3.98825 0.36256 -1.72695  0.1430
18 C 3.61654 0.46405 -0.41174  -0.5997
19 O 3.89026 -0.40595 0.39360  0.0139
20 C 2.92093 1.75269 -0.08842  -0.2866
21 C 1.56376 1.78189 -0.80864  -0.3595
22 H 4.16356 -0.57368 -2.05889  0.0991
23 H 3.42615 0.92502 -2.34881  0.0733
24 H 3.58885 2.58978 -0.36990  0.0947
25 H 2.75986 1.79260 0.99056  0.0900
26 H 1.75563 1.78203 -1.89610  -0.0268
27 H 1.11562 2.76731 -0.60950  -0.0012
28 N -0.85910 0.04357 -4.12228  -0.0868
29 N -0.87578 1.32451 -3.45969  -0.0853
30 H -1.83418 -0.20263 -4.28413  0.0341
31 H -0.48018 -0.67540 -3.49400  0.0224
32 H -1.22469 1.23790 -2.49681  0.0305
33 H 0.09852 1.60434 -3.35729  0.0252
34 C -6.99281 1.82649 0.49073  -0.0757
35 C -5.68946 1.22015 0.03507  -0.3145
36 C -5.65812 0.40276 -1.07939  -0.0730
37 C -4.44046 -0.16139 -1.47048  -0.2938
38 C -4.39893 -1.04208 -2.68974  -0.0568
39 C -3.30176 0.11795 -0.76242  -0.0248
40 C -3.26442 0.97059 0.37337  -0.3053
41 C -4.53243 1.48952 0.74681  -0.0287
42 N -2.06098 1.18944 0.93131  -0.0479
43 C -1.90825 1.92337 2.16779  -0.4836
44 C -2.64014 1.22877 3.33296  -0.0786
45 C -2.39033 1.97000 4.64315  -0.2968
46 C -2.86928 3.41640 4.50493  -0.1298
47 C -2.08424 4.12360 3.39842  -0.3016
48 C -0.60043 4.11090 3.75295  -0.1337
49 C -0.14512 2.65891 3.85490  -0.2916
50 C -0.90173 1.96236 4.98240  -0.1282
51 C -0.42060 1.93182 2.54493  -0.1492
52 C -2.31337 3.41180 2.06559  -0.0797
53 H -7.79239 1.60306 -0.21480  0.0591
54 H -6.90487 2.90965 0.58126  0.0670
55 H -7.27663 1.43405 1.46818  0.0687
56 H -6.56035 0.19165 -1.64115  0.0911
57 H -5.30029 -1.65259 -2.75403  0.0662
58 H -3.53001 -1.69522 -2.67289  0.0708
59 H -4.34664 -0.42192 -3.58812  0.0722
60 H -2.36503 -0.34496 -1.05137  0.0549
61 H -4.64980 2.12471 1.61296  0.0771
62 H -2.25646 0.20707 3.38830  0.1238
63 H -3.71262 1.16195 3.14509  0.1059
64 H -2.95089 1.48135 5.45437  0.1330
65 H -2.73457 3.94685 5.45591  0.1095
66 H -3.93594 3.42891 4.26319  0.1151
67 H -2.43200 5.16596 3.32244  0.1311
68 H -0.43428 4.63557 4.70269  0.1104
69 H -0.02588 4.62416 2.97788  0.1158
70 H 0.93288 2.62837 4.06112  0.1361
71 H -0.73046 2.47051 5.94026  0.1116
72 H -0.55072 0.93302 5.07723  0.1126
73 H -0.08544 0.90370 2.64703  0.0569
74 H 0.14295 2.38375 1.73046  0.1008
75 H -1.70088 3.86565 1.28208  0.1264
76 H -3.35512 3.52863 1.77152  0.0980

---

No. 3
Density functional theory data (ωB97M-V/def2-TZVPD) for C32H37Cl2KN3O8P as an isolated structure in a non-equilibrium geometry.

**Total energy**: -105298.86481 eV
**Kohn-Sham gap**: 0.2412 hartree
**Energy above the lowest of the compared OMol25 structures with the same formula, charge and spin**: 128.3 kJ/mol
**HOMO**: -2.5 eV
**Total charge**: -2
**LUMO**: 4.03 eV

Last column: Löwdin charge in e.
Element x y z (Å)
1 K 0.36092 -0.92817 0.39455  0.7476
2 O -2.08968 -2.95562 -1.81256  -0.0912
3 C -1.54238 -3.97939 -1.00410  -0.2463
4 C -1.99725 -3.87755 0.44692  -0.1629
5 N -1.25627 -2.89281 1.22322  -0.2154
6 C -2.10683 -1.87975 1.85687  -0.1123
7 C -2.72037 -0.85878 0.85179  -0.6561
8 O -3.76922 -0.28465 1.15128  -0.0107
9 O -2.02941 -0.68729 -0.20231  -0.2168
10 C -0.17747 -3.46845 2.02688  -0.1185
11 C 1.18620 -3.75736 1.28563  -0.6855
12 O 1.91677 -4.62013 1.79097  -0.0500
13 O 1.43285 -3.07388 0.24849  -0.2040
14 H -1.99222 -2.10459 -1.32844  0.0441
15 H -0.44733 -3.96042 -1.02992  0.1036
16 H -1.88480 -4.93143 -1.42850  0.1055
17 H -3.05727 -3.59887 0.43700  0.1274
18 H -1.92417 -4.86196 0.93901  0.1127
19 H -1.50088 -1.28120 2.55272  0.1178
20 H -2.94099 -2.30947 2.43539  0.1149
21 H -0.48421 -4.41417 2.50077  0.1064
22 H 0.07773 -2.76828 2.82452  0.0984
23 O -0.13491 1.52975 2.42212  -0.0158
24 C -0.17877 1.74719 1.19625  -0.6826
25 O 0.68404 1.43433 0.33358  -0.2017
26 C -1.39120 2.48080 0.60505  -0.1113
27 C -2.07994 3.35288 1.43868  -0.0320
28 C -3.10997 4.14914 0.96438  -0.1008
29 C -3.47077 4.07444 -0.37143  -0.1026
30 C -2.80831 3.18317 -1.20377  -0.1108
31 C -1.78135 2.36749 -0.74150  -0.2450
32 P -0.98659 1.16731 -1.94842  1.1347
33 C -2.38947 0.59491 -2.99083  -0.3705
34 C -2.09007 0.03283 -4.23158  -0.1224
35 C -3.07244 -0.54894 -5.01764  -0.1065
36 C -4.38274 -0.60495 -4.56083  -0.1172
37 C -4.68427 -0.09246 -3.30789  -0.0866
38 C -3.69933 0.49514 -2.52526  -0.0860
39 C -0.24879 2.45111 -3.07915  -0.3351
40 C -0.78096 2.94658 -4.26436  -0.1032
41 C -0.09641 3.88882 -5.02328  -0.1115
42 C 1.13849 4.36125 -4.60359  -0.1252
43 C 1.67720 3.87997 -3.41601  -0.1021
44 C 0.99640 2.93485 -2.66549  -0.0933
45 H -1.77137 3.37540 2.47627  0.1068
46 H -3.63187 4.82677 1.63182  0.0866
47 H -4.26744 4.69487 -0.76573  0.0872
48 H -3.10520 3.11759 -2.24493  0.0961
49 H -1.06609 0.03790 -4.59091  0.1037
50 H -2.80147 -0.98098 -5.97399  0.0895
51 H -5.15242 -1.07330 -5.16331  0.0846
52 H -5.69094 -0.16883 -2.91428  0.0955
53 H -3.93880 0.82453 -1.52259  0.1001
54 H -1.74819 2.59513 -4.60270  0.0933
55 H -0.53945 4.25414 -5.94329  0.0882
56 H 1.67454 5.09367 -5.19560  0.0841
57 H 2.64096 4.23682 -3.07043  0.0925
58 H 1.41759 2.56368 -1.73665  0.0921
59 C 4.01968 -0.47081 1.11636  -0.0267
60 N 3.89572 -0.40298 2.56065  -0.0815
61 C 4.92351 0.26143 3.32198  -0.1775
62 C 4.92286 -0.31590 4.72429  -0.1661
63 C 3.57958 -0.04968 5.37766  -0.1867
64 N 2.49408 -0.25562 4.44579  -0.0773
65 C 1.14354 -0.28956 4.96939  -0.0351
66 C 2.64383 -0.55305 3.11363  -0.4545
67 O 1.69782 -0.93398 2.45394  -0.0261
68 H 3.90767 0.51535 0.65336  0.1013
69 H 3.25086 -1.12594 0.70533  0.0700
70 H 4.99681 -0.88285 0.86106  0.0770
71 H 4.76796 1.35241 3.35489  0.1293
72 H 5.88077 0.08923 2.82365  0.1155
73 H 5.72181 0.11501 5.33272  0.1058
74 H 5.09264 -1.39208 4.64524  0.1198
75 H 3.54231 0.98235 5.75625  0.1174
76 H 3.44454 -0.70806 6.24506  0.1164
77 H 1.11316 0.34769 5.85755  0.0826
78 H 0.84004 -1.30251 5.25607  0.0909
79 H 0.45363 0.10774 4.22631  0.0704
80 Cl 4.77396 -1.76658 -2.34077  0.4374
81 C 3.04564 -2.30547 -2.24114  -0.9653
82 Cl 1.90154 -0.99044 -2.47728  0.5653
83 H 2.85561 -2.73300 -1.25328  -0.0036
84 H 2.90700 -3.02147 -3.04166  0.0196